(1)
{"formula": "C28H19Cl2ErN3O2S", "method": "wB97M-V/def2-TZVPD", "total_charge": 1, "gap_ev": [7.28, 7.32], "de_lowest_ev": 0.000, "total_energy_ha": -3726.661464, "lumo_energy_ev": [-3.8, -3.8], "multiplicity": 4, "homo_energy_ev": [-11.08, -11.08], "species": ["H", "N", "H", "C", "Cl", "H", "H", "C", "H", "H", "H", "O", "C", "C", "C", "C", "H", "S", "C", "C", "C", "O", "C", "C", "H", "H", "H", "C", "C", "C", "H", "N", "H", "C", "H", "C", "N", "Cl", "H", "C", "C", "H", "C", "C", "C", "Er", "C", "H", "C", "C", "C", "C", "H", "C", "H", "C"], "positions_angstrom": [[13.727, 8.193, 11.183], [15.656, 13.466, 10.274], [17.084, 10.804, 8.585], [17.778, 16.769, 9.113], [18.112, 15.059, 8.638], [19.573, 16.980, 10.243], [10.845, 15.355, 10.726], [10.966, 10.500, 9.453], [10.344, 17.116, 8.707], [14.043, 10.705, 11.604], [19.519, 19.450, 10.225], [13.348, 16.192, 10.849], [16.608, 18.833, 8.518], [8.367, 16.302, 6.107], [14.454, 8.771, 10.595], [16.309, 10.265, 9.124], [14.897, 7.189, 9.209], [15.470, 16.521, 7.548], [12.539, 14.211, 8.099], [11.062, 14.261, 8.814], [12.790, 15.356, 9.994], [12.770, 13.671, 7.020], [10.572, 12.855, 9.188], [9.279, 12.733, 9.713], [17.657, 20.623, 9.042], [7.824, 14.333, 5.466], [9.069, 18.089, 6.975], [14.619, 10.134, 10.868], [17.635, 19.520, 9.106], [9.723, 10.340, 10.054], [8.578, 13.578, 9.859], [13.459, 14.811, 8.936], [9.461, 13.209, 6.924], [10.085, 15.016, 7.927], [9.378, 9.446, 10.596], [15.585, 12.297, 10.271], [11.479, 15.063, 9.992], [15.285, 19.586, 7.815], [7.906, 11.370, 10.558], [16.056, 8.957, 8.833], [15.124, 8.185, 9.512], [7.761, 16.756, 5.341], [18.694, 18.862, 9.775], [15.484, 10.921, 10.066], [8.461, 14.917, 6.145], [15.352, 15.637, 9.895], [9.350, 14.283, 6.994], [12.275, 11.839, 8.421], [11.367, 11.756, 8.970], [18.758, 17.499, 9.757], [9.938, 16.408, 7.953], [9.136, 17.034, 7.023], [16.535, 8.487, 7.959], [16.644, 17.397, 8.568], [11.544, 9.651, 9.132], [8.904, 11.466, 10.139]], "lowdin_charge": [0.123, 0.078, 0.131, -0.688, 0.668, 0.117, 0.176, -0.069, 0.126, 0.130, 0.135, -0.136, -0.727, -0.062, -0.045, -0.004, 0.111, 0.603, -0.355, -0.209, -0.543, 0.095, -0.172, -0.023, 0.129, 0.117, 0.094, -0.003, -0.075, -0.072, 0.138, -0.022, 0.125, -0.157, 0.116, -0.047, 0.180, 0.773, 0.108, -0.066, -0.029, 0.104, -0.047, -0.207, -0.068, 1.281, -0.026, 0.097, -0.023, -0.119, -0.030, -0.076, 0.130, -0.801, 0.097, -0.079]}

=====

(2)
{"formula": "C28H19Cl5N4O3PSScSe2", "method": "wB97M-V/def2-TZVPD", "gap_ev": 8.34, "de_lowest_ev": 0.579, "total_energy_ha": -10127.493596, "lumo_energy_ev": 0.2, "homo_energy_ev": -8.17, "species": ["N", "C", "C", "C", "H", "C", "H", "C", "C", "Cl", "H", "C", "H", "Cl", "C", "C", "C", "Cl", "C", "C", "H", "C", "C", "Se", "C", "Cl", "O", "H", "H", "H", "H", "H", "H", "C", "H", "S", "C", "Se", "C", "C", "C", "Sc", "C", "N", "H", "C", "H", "H", "N", "C", "C", "H", "H", "H", "O", "N", "C", "H", "P", "C", "C", "O", "C", "Cl"], "positions_angstrom": [[1.818, 0.821, -3.872], [2.761, -2.621, 3.724], [-4.687, 0.066, 4.248], [-3.950, 1.136, 3.767], [-5.044, -2.065, -0.541], [-5.222, -1.230, -1.206], [-5.785, 1.658, -3.700], [4.152, 1.315, 0.844], [1.326, 0.304, -2.751], [1.227, -0.439, 4.250], [-7.297, -0.300, -3.713], [-4.583, 0.915, -2.089], [-3.766, 1.997, 4.396], [1.629, -2.554, -0.622], [1.884, -1.661, 3.234], [3.289, -3.598, 2.879], [-0.478, -0.670, -3.769], [3.204, -2.600, 5.386], [-4.388, -1.082, 2.158], [6.414, 2.088, 0.524], [-1.388, -1.251, -3.658], [-3.664, 0.003, 1.663], [-0.035, -0.205, -4.988], [-1.749, 1.681, -0.398], [4.695, 2.734, -1.042], [3.579, -4.774, 0.457], [1.806, 2.969, -1.735], [8.342, 2.795, 0.523], [4.370, 3.263, -1.929], [-4.521, -1.970, 1.555], [-6.925, -2.152, -2.114], [5.773, 0.824, 2.147], [3.413, 0.766, 1.415], [3.771, 2.007, -0.303], [6.739, 3.342, -1.194], [2.133, 1.886, -0.858], [-3.439, 1.109, 2.475], [-1.851, -1.916, -0.242], [-6.480, -0.249, -3.005], [-4.905, -1.045, 3.441], [-4.377, -0.120, -1.184], [0.219, -0.070, -0.311], [-6.272, -1.288, -2.107], [1.945, 0.428, -1.518], [-5.466, -1.889, 3.819], [2.937, -3.596, 1.532], [-2.860, 1.942, 2.102], [7.958, 1.793, 1.844], [0.187, -0.403, -2.651], [1.121, 0.566, -4.974], [1.507, -1.647, 1.883], [-3.925, 1.773, -2.082], [-0.568, -0.420, -5.902], [-5.083, 0.089, 5.255], [0.679, -0.757, 1.411], [7.731, 2.103, 0.917], [-5.633, 0.848, -2.998], [1.513, 0.995, -5.891], [-2.977, -0.081, -0.016], [6.010, 2.775, -0.627], [2.065, -2.630, 1.055], [1.285, 1.724, 0.345], [5.467, 1.356, 1.253], [4.372, -4.791, 3.489]], "lowdin_charge": [0.160, -0.696, -0.079, -0.073, 0.085, -0.104, 0.105, -0.038, -0.484, 0.736, 0.104, -0.109, 0.106, 0.775, -0.607, -0.712, -0.093, 0.688, -0.101, -0.310, 0.119, -0.384, -0.034, 0.486, -0.044, 0.699, -0.260, 0.094, 0.120, 0.085, 0.106, 0.116, 0.116, -0.298, 0.113, 0.626, -0.101, 0.386, -0.083, -0.075, -0.387, 0.406, -0.077, -0.179, 0.106, -0.696, 0.055, 0.095, 0.034, -0.097, -0.448, 0.051, 0.104, 0.104, -0.258, 0.111, -0.078, 0.114, 0.229, -0.023, -0.551, -0.409, -0.015, 0.673]}

=====

(3)
{"formula": "C28H19FeN2O5PS4", "method": "wB97M-V/def2-TZVPD", "total_charge": -1, "gap_ev": [7.26, 6.46], "de_lowest_ev": 1.576, "total_energy_ha": -4761.998077, "lumo_energy_ev": [2.2, 1.1], "multiplicity": 6, "homo_energy_ev": [-5.09, -5.32], "species": ["S", "C", "H", "C", "H", "C", "C", "H", "H", "H", "C", "O", "C", "H", "C", "C", "P", "H", "C", "H", "Fe", "C", "C", "H", "C", "C", "N", "C", "O", "C", "H", "H", "O", "S", "C", "C", "H", "C", "C", "H", "H", "O", "H", "C", "H", "C", "H", "C", "C", "S", "C", "C", "N", "H", "C", "S", "O", "C", "C", "H"], "positions_angstrom": [[2.330, -0.602, 2.668], [0.925, -0.484, 3.658], [-0.129, -3.255, -1.821], [2.592, 4.997, 1.738], [-2.872, -3.026, -2.316], [1.303, 2.693, -3.605], [-1.412, -5.059, -1.934], [-2.016, -7.146, 0.638], [5.319, 3.384, 0.409], [-3.926, 3.686, 2.576], [3.926, 4.814, 1.413], [1.080, -6.791, 2.038], [-0.609, -4.105, -1.293], [0.486, 1.935, -5.365], [-0.236, 0.847, -3.684], [1.300, 2.704, -2.229], [0.822, 1.673, 0.225], [-0.867, 0.124, -4.138], [-3.086, 3.184, 2.125], [-3.791, 3.426, 0.127], [0.851, -0.779, 0.822], [-2.003, 2.774, 2.907], [1.649, 4.113, 1.370], [-2.716, -6.797, -1.756], [-3.007, 3.036, 0.753], [-0.725, 2.230, 0.863], [-3.467, -3.414, -2.987], [-1.010, -0.297, -1.662], [-1.960, -0.758, -2.302], [-4.533, -3.560, -3.374], [3.674, 1.787, -0.019], [1.757, 3.538, -4.063], [-0.714, -0.565, -0.434], [0.232, -5.624, 2.103], [0.710, 1.643, -1.586], [-2.069, -6.084, -1.210], [-1.742, 2.453, -0.957], [4.294, 3.639, 0.680], [3.328, 2.703, 0.396], [4.658, 5.541, 1.593], [0.625, 4.245, 1.671], [-0.592, -5.398, 3.267], [-1.978, 2.878, 3.989], [0.825, -3.659, 0.836], [0.051, 2.139, 2.913], [-0.713, -5.436, 0.635], [1.874, 3.434, -1.627], [-0.816, 2.350, 2.316], [-0.139, 0.750, -2.318], [-0.558, -0.742, 2.727], [-1.841, 2.575, 0.117], [0.582, 1.793, -4.349], [1.179, -4.291, 1.885], [-1.643, -4.915, -2.996], [1.996, 2.967, 0.676], [0.994, 0.071, 5.154], [1.382, -2.606, 0.350], [-1.625, -6.317, 0.075], [-0.249, -4.308, 0.019], [2.301, 5.892, 2.294]], "lowdin_charge": [0.489, -1.814, 0.131, -0.094, 0.019, -0.088, -0.096, 0.116, 0.105, 0.097, -0.052, -0.306, -0.014, 0.076, 0.006, -0.089, 1.051, 0.108, -0.083, 0.095, 0.501, -0.076, -0.085, 0.115, -0.077, -0.369, 0.050, -0.586, 0.029, -0.079, 0.105, 0.095, -0.181, 0.653, -0.270, -0.062, 0.107, -0.056, -0.119, 0.079, 0.102, -0.303, 0.109, -0.524, 0.078, -0.226, 0.110, -0.141, -0.134, 0.570, -0.058, -0.045, 0.031, 0.091, -0.356, 0.505, -0.173, -0.043, -0.138, 0.113]}